An isolated molecule of HN3 at a distorted geometry. Source: the OMol25 dataset; level of theory: ωB97M-V/def2-TZVPD.

Calculated values
multiplicity: 1
E: -4483.7706 eV
ΔE to the lowest compared entry with this formula, charge and spin: 78.3 kJ/mol

Positions of all 4 atoms, in Å:
N 2.7542 0.1904 -0.0021
N 1.6083 -0.1758 0.0039
N 0.3484 -0.6905 -0.0016
H -0.3390 0.0486 0.0000